# 1
# C27H32N4O3Zr

A structure of composition C27H32N4O3Zr (ωB97M-V/def2-TZVPD, OMol25).

Element x y z (Å)
1 Zr -0.352 -0.206 0.279
2 C -3.293 -0.628 1.016
3 N -2.633 -0.369 -0.305
4 C -3.241 0.883 -0.891
5 C -2.231 1.886 -1.429
6 C -1.600 2.704 -0.313
7 N -1.168 1.819 0.795
8 C -0.847 2.404 1.895
9 C -0.398 1.785 3.122
10 C -0.225 2.629 4.233
11 C 0.105 2.122 5.468
12 C 0.262 0.744 5.611
13 C 0.104 -0.107 4.531
14 C -0.208 0.405 3.285
15 O -0.364 -0.440 2.235
16 C -2.941 -1.528 -1.204
17 C -2.253 -1.478 -2.561
18 C -0.751 -1.743 -2.542
19 N 0.012 -0.664 -1.879
20 C 0.903 -0.058 -2.599
21 C 1.758 1.042 -2.226
22 C 2.539 1.614 -3.247
23 C 3.391 2.660 -2.989
24 C 3.488 3.144 -1.682
25 C 2.742 2.591 -0.656
26 C 1.871 1.543 -0.917
27 O 1.173 0.989 0.088
28 H -4.364 -0.782 0.879
29 H -3.134 0.219 1.677
30 H -2.885 -1.526 1.472
31 H -3.827 1.359 -0.106
32 H -3.945 0.587 -1.668
33 H -2.729 2.563 -2.122
34 H -1.463 1.372 -2.014
35 H -2.326 3.420 0.073
36 H -0.743 3.265 -0.686
37 H -0.936 3.490 1.942
38 H -0.371 3.695 4.103
39 H 0.230 2.780 6.316
40 H 0.509 0.329 6.580
41 H 0.231 -1.176 4.639
42 H -4.024 -1.552 -1.341
43 H -2.666 -2.440 -0.677
44 H -2.454 -0.532 -3.070
45 H -2.710 -2.254 -3.177
46 H -0.387 -1.871 -3.561
47 H -0.556 -2.680 -2.018
48 H 1.036 -0.406 -3.624
49 H 2.453 1.217 -4.253
50 H 3.982 3.098 -3.782
51 H 4.163 3.962 -1.464
52 H 2.826 2.950 0.363
53 O -0.794 -2.497 0.791
54 C 0.073 -3.585 0.424
55 C 1.390 -3.052 -0.063
56 C 2.263 -3.842 -0.784
57 C 3.512 -3.331 -1.101
58 C 3.845 -2.060 -0.663
59 C 2.898 -1.327 0.025
60 N 1.672 -1.794 0.306
61 H -0.542 -2.211 1.692
62 H -0.434 -4.195 -0.319
63 H 0.227 -4.205 1.307
64 H 1.979 -4.847 -1.070
65 H 4.218 -3.924 -1.668
66 H 4.820 -1.634 -0.854
67 H 3.121 -0.331 0.379

* total charge: +2
* relative energy (zero: lowest compared OMol25 entry of this formula, charge and spin): 28.2 kJ/mol
* 2S+1: 1


# 2
# C27H32O11P2

A cluster of 3 separate species, C27H32O11P2 in total (ωB97M-V/def2-TZVPD, OMol25).

Element x y z (Å)
1 O 0.816 2.050 0.619
2 C 1.059 1.428 -0.390
3 C 0.761 -0.025 -0.547
4 C 0.961 -0.935 0.481
5 C 0.695 -2.279 0.245
6 C 0.228 -2.684 -0.999
7 C 0.024 -1.777 -2.030
8 C 0.299 -0.436 -1.798
9 C 0.149 0.607 -2.856
10 O -0.802 0.636 -3.605
11 C 1.254 1.627 -2.861
12 C 1.851 2.137 -4.018
13 C 1.434 1.684 -5.399
14 O 1.463 2.733 -6.357
15 C 2.587 2.837 -7.137
16 C 3.116 1.775 -7.858
17 C 4.232 1.940 -8.669
18 C 4.832 3.187 -8.766
19 C 4.300 4.254 -8.055
20 C 3.189 4.087 -7.240
21 C 2.881 3.060 -3.853
22 C 3.311 3.465 -2.599
23 C 2.719 2.961 -1.449
24 C 1.696 2.040 -1.598
25 H 1.343 -0.580 1.428
26 H 0.876 -2.984 1.045
27 H 0.040 -3.735 -1.175
28 H -0.340 -2.079 -3.002
29 H 2.074 0.841 -5.677
30 H 0.418 1.307 -5.375
31 H 2.657 0.796 -7.795
32 H 4.623 1.086 -9.202
33 H 5.694 3.352 -9.397
34 H 4.729 5.245 -8.123
35 H 2.759 4.919 -6.700
36 H 3.391 3.464 -4.715
37 H 4.132 4.165 -2.520
38 H 3.072 3.260 -0.473
39 C -1.239 -1.095 5.745
40 O 0.172 -1.051 5.472
41 P 0.808 -2.440 4.935
42 O -0.220 -2.941 4.002
43 O 0.844 -3.166 6.394
44 C 1.361 -2.478 7.540
45 O 2.084 -3.282 4.352
46 C 3.410 -3.088 4.881
47 H -1.457 -0.245 6.390
48 H -1.803 -0.998 4.823
49 H -1.519 -2.014 6.256
50 H 0.536 -2.170 8.182
51 H 1.942 -1.595 7.271
52 H 2.002 -3.168 8.087
53 H 3.524 -3.645 5.812
54 H 3.633 -2.036 5.054
55 H 4.115 -3.474 4.149
56 C -6.211 -3.422 3.150
57 O -5.358 -2.425 2.577
58 P -5.090 -1.120 3.529
59 O -4.977 -1.771 4.855
60 O -6.547 -0.448 3.214
61 C -6.993 -0.279 1.861
62 O -4.432 0.315 4.000
63 C -4.171 1.372 3.054
64 H -6.563 -4.028 2.317
65 H -5.652 -4.043 3.844
66 H -7.060 -2.968 3.659
67 H -7.758 -1.023 1.636
68 H -6.185 -0.381 1.138
69 H -7.425 0.716 1.770
70 H -5.093 1.916 2.840
71 H -3.745 0.995 2.125
72 H -3.456 2.051 3.509

* SMILES: O=C1c2ccccc2C(=O)c2c(COc3ccccc3)cccc21.COP(=O)(OC)OC.COP(=O)(OC)OC
* total charge: 0
* 2S+1: 1


Max |F|
In order: 1.2 6.9
Unit: eV Å⁻¹
Highest occupied orbital energy
In order: -14.082 -8.925
Unit: eV